Record 1
C32H33F10N5O5SSc | the ωB97M-V functional and the def2-TZVPD basis

## Properties
net charge	-1
total energy	-110126.3506	eV
multiplicity	1

Geometry (Å):
Sc  0.037  -0.722  0.218
C  1.161  1.754  2.361
N  0.819  0.329  2.358
C  -0.305  0.088  3.274
C  -1.628  0.399  2.595
N  -1.857  -0.434  1.417
C  -2.990  -1.160  1.374
C  -3.568  -1.480  0.117
F  -2.913  -1.043  -0.978
C  -4.762  -2.131  -0.067
F  -5.246  -2.320  -1.301
C  -5.494  -2.554  1.030
F  -6.683  -3.161  0.879
C  -4.965  -2.322  2.284
F  -5.628  -2.760  3.362
C  -3.761  -1.666  2.452
F  -3.301  -1.583  3.721
C  2.012  -0.422  2.768
C  1.829  -1.938  2.690
N  0.827  -2.279  1.693
C  0.705  -3.555  1.332
C  -0.238  -3.868  0.325
F  -0.906  -2.793  -0.207
C  -0.497  -5.111  -0.193
F  -1.415  -5.259  -1.155
C  0.202  -6.205  0.286
F  0.002  -7.436  -0.216
C  1.124  -5.984  1.295
F  1.793  -7.030  1.794
C  1.363  -4.725  1.809
F  2.266  -4.659  2.814
H  1.472  2.070  3.367
H  1.986  1.936  1.676
H  0.311  2.354  2.042
H  -0.306  -0.962  3.566
H  -0.204  0.708  4.178
H  -2.422  0.317  3.335
H  -1.613  1.442  2.251
H  2.822  -0.115  2.108
H  2.303  -0.142  3.792
H  2.799  -2.373  2.436
H  1.540  -2.328  3.674
C  0.876  -0.594  -4.115
C  0.532  -1.483  -2.928
C  0.001  -2.830  -3.406
O  -0.437  -0.849  -2.067
C  1.782  -1.673  -2.040
O  2.842  -2.011  -2.565
O  1.608  -1.436  -0.798
H  0.024  -0.529  -4.799
H  1.719  -1.034  -4.645
H  1.150  0.401  -3.773
H  -0.889  -2.676  -4.022
H  -0.275  -3.462  -2.562
H  0.761  -3.341  -3.996
H  -1.170  -0.542  -2.605
N  4.011  0.611  -1.761
C  4.480  0.286  -0.549
N  5.001  -0.956  -0.433
S  4.554  1.379  0.718
H  3.837  -0.167  -2.387
H  3.314  1.341  -1.806
H  4.655  -1.668  -1.065
H  5.289  -1.241  0.484
C  -1.615  7.400  -0.758
C  -1.059  6.003  -0.827
C  0.308  5.772  -0.849
C  0.834  4.487  -0.928
C  2.327  4.300  -0.970
C  -0.046  3.399  -0.978
C  -1.433  3.605  -0.936
C  -2.440  2.483  -1.017
C  -1.912  4.909  -0.871
C  0.527  2.005  -1.104
O  1.326  1.754  -2.000
O  0.116  1.157  -0.228
H  -0.848  8.139  -0.987
H  -1.999  7.612  0.242
H  -2.440  7.523  -1.461
H  0.990  6.616  -0.807
H  2.835  5.252  -0.820
H  2.625  3.898  -1.938
H  2.674  3.601  -0.206
H  -2.623  2.217  -2.062
H  -3.390  2.804  -0.591
H  -2.106  1.595  -0.489
H  -2.985  5.071  -0.851

***

Record 2
C32H33FeN6O3PS | the ωB97M-V functional and the def2-TZVPD basis

## Properties
expectation value of S²	6.151
total energy	-103305.9268	eV
multiplicity	5

Geometry (Å):
Fe  -0.197  -0.024  -0.566
O  -1.782  6.012  -4.628
N  -0.719  6.009  -3.989
O  -0.010  7.024  -3.909
C  -0.288  4.843  -3.325
C  0.923  4.931  -2.626
C  1.446  3.863  -1.908
C  2.671  3.931  -1.177
C  3.154  2.792  -0.582
C  2.392  1.625  -0.620
N  1.173  1.566  -1.200
C  0.746  2.626  -1.881
C  -0.445  2.477  -2.688
N  -0.936  1.230  -2.763
C  -2.003  1.017  -3.502
C  -2.664  2.039  -4.176
C  -2.165  3.320  -4.120
C  -0.989  3.583  -3.386
H  1.455  5.869  -2.659
H  3.207  4.870  -1.139
H  4.110  2.783  -0.073
H  2.776  0.691  -0.240
H  -2.354  -0.006  -3.563
H  -3.559  1.826  -4.744
H  -2.657  4.122  -4.639
C  0.460  0.823  4.744
N  0.419  -0.659  4.376
C  1.852  -1.163  4.281
N  2.581  -0.393  3.347
C  2.587  1.014  3.729
N  1.237  1.556  3.815
C  0.604  1.667  2.498
P  0.415  0.041  1.572
C  -0.312  -0.866  3.087
C  2.148  -0.597  1.966
H  0.894  0.894  5.744
H  -0.568  1.183  4.763
H  -0.068  -1.171  5.112
H  1.816  -2.210  3.979
H  2.292  -1.079  5.277
H  3.147  1.584  2.990
H  3.070  1.111  4.705
H  1.193  2.343  1.874
H  -0.387  2.114  2.612
H  -0.327  -1.933  2.865
H  -1.341  -0.549  3.239
H  2.861  -0.090  1.324
H  2.187  -1.662  1.722
C  -0.465  -1.869  -0.079
C  0.584  -2.447  -0.896
C  1.436  -3.485  -0.476
C  2.397  -4.005  -1.322
C  2.585  -3.470  -2.592
C  1.801  -2.404  -3.005
C  0.806  -1.903  -2.181
H  1.326  -3.875  0.530
H  3.007  -4.836  -0.988
H  3.338  -3.884  -3.249
H  1.940  -1.981  -3.992
H  0.139  -1.127  -2.558
C  -3.547  -1.709  -2.080
S  -3.703  -0.340  -0.889
O  -2.277  0.275  -0.724
C  -1.439  -2.606  0.638
C  -1.509  -4.027  0.596
C  -2.467  -4.721  1.299
C  -3.411  -4.051  2.078
C  -3.407  -2.662  2.089
C  -2.463  -1.953  1.372
H  -2.905  -2.487  -1.671
H  -3.143  -1.356  -3.029
H  -4.556  -2.097  -2.220
H  -0.799  -4.558  -0.024
H  -2.498  -5.802  1.234
H  -4.152  -4.605  2.638
H  -4.173  -2.124  2.636
H  -2.492  -0.872  1.344

***

Record 3
C32H33HgN6O5SSi | the ωB97M-V functional and the def2-TZVPD basis

## Properties
net charge	-2
expectation value of S²	0.774
total energy	-75776.0089	eV
multiplicity	2

Geometry (Å):
Hg  -0.214  0.353  0.095
C  4.417  -0.068  1.379
C  3.292  0.013  0.387
N  2.177  -0.668  0.572
C  2.001  -1.541  1.624
C  3.072  -1.738  2.413
C  4.245  -1.026  2.317
C  2.779  -2.395  3.739
C  1.501  -2.740  4.008
C  0.420  -2.491  3.256
C  0.618  -1.989  1.812
N  -0.318  -1.816  0.965
C  -1.572  -2.282  1.156
C  -1.777  -3.636  1.112
C  -3.158  -4.180  1.046
C  -4.294  -3.234  1.012
C  -4.005  -1.807  1.084
C  -4.932  -0.729  1.290
C  -4.640  0.503  1.311
C  -3.173  0.915  0.959
N  -2.314  0.003  1.071
C  -2.667  -1.378  1.068
H  5.351  0.575  1.151
H  3.171  0.611  -0.553
H  4.875  -0.964  3.243
H  3.645  -2.446  4.257
H  1.111  -3.228  5.020
H  -0.731  -2.947  3.240
H  -1.168  -4.562  0.607
H  -3.222  -5.183  1.450
H  -5.133  -4.062  0.685
H  -6.078  -1.560  0.919
H  -5.588  1.556  1.311
H  -3.036  2.163  1.172
O  0.945  -4.115  -1.725
C  0.863  -2.855  -2.049
O  1.843  -2.278  -2.446
C  -0.528  -2.289  -2.223
C  -1.638  -3.037  -2.411
C  -2.902  -2.483  -2.786
C  -2.949  -1.198  -3.071
C  -1.662  -0.409  -2.887
N  -0.502  -0.959  -2.559
C  -1.567  1.147  -2.893
O  -2.155  1.653  -3.863
O  -0.943  1.625  -1.932
H  1.914  -4.348  -1.612
H  -1.492  -4.166  -2.199
H  -3.821  -3.318  -2.642
H  -3.889  -0.719  -3.406
C  -0.283  1.336  3.600
Si  0.480  2.699  2.465
C  -0.549  4.188  2.638
C  2.106  3.060  3.397
O  0.793  2.112  0.989
H  0.370  1.715  4.722
H  0.051  0.345  3.318
H  -1.446  1.519  3.482
H  -0.585  4.599  3.692
H  -1.417  4.451  1.952
H  0.010  4.825  2.063
H  2.377  2.130  3.679
H  1.900  3.741  4.235
H  3.043  3.302  2.788
C  1.842  3.980  -5.323
N  2.083  3.027  -4.281
C  1.615  1.638  -4.446
C  1.772  1.174  -2.984
N  2.037  2.339  -2.153
C  2.098  3.450  -3.005
S  2.251  5.029  -2.480
H  1.777  3.388  -6.221
H  2.613  4.688  -5.628
H  0.997  4.446  -5.128
H  2.265  1.090  -5.180
H  0.593  1.800  -4.841
H  2.539  0.515  -2.900
H  0.891  0.632  -2.631
H  1.603  2.505  -1.294

***

Record 4
C32H33IrN7OS3 | the ωB97M-V functional and the def2-TZVPD basis

## Properties
net charge	+1
expectation value of S²	6.026
total energy	-81534.1273	eV
multiplicity	5

Geometry (Å):
Ir  0.208  -0.549  -0.416
S  4.489  -1.263  1.988
C  3.383  -1.090  3.317
C  3.636  -1.191  4.681
C  2.578  -1.004  5.549
C  1.295  -0.715  5.067
C  1.043  -0.615  3.714
C  2.102  -0.808  2.826
N  2.028  -0.753  1.444
C  3.179  -0.962  0.885
C  3.293  -0.952  -0.569
C  4.499  -1.207  -1.223
C  4.552  -1.187  -2.603
C  3.401  -0.905  -3.331
C  2.206  -0.638  -2.677
C  2.119  -0.664  -1.283
H  4.628  -1.410  5.051
H  2.746  -1.077  6.614
H  0.488  -0.562  5.772
H  0.057  -0.381  3.333
H  5.394  -1.424  -0.650
H  5.484  -1.389  -3.114
H  3.441  -0.889  -4.413
H  1.325  -0.400  -3.261
S  -0.907  1.107  1.038
C  0.208  2.397  0.999
N  1.504  2.306  0.753
C  2.186  3.591  0.860
C  1.002  4.570  0.940
N  -0.107  3.672  1.273
H  1.932  1.422  0.524
H  2.818  3.775  -0.006
H  2.799  3.617  1.763
H  0.821  5.056  -0.020
H  1.142  5.330  1.705
H  -1.068  3.968  1.285
C  -3.643  -1.469  3.834
C  -2.808  -2.735  3.982
C  -1.688  -2.796  2.993
N  -1.485  -1.935  2.062
N  -0.384  -2.211  1.301
C  0.228  -3.307  1.645
N  1.292  -3.807  0.979
S  -0.505  -4.085  3.004
H  -4.431  -1.457  4.585
H  -4.102  -1.418  2.848
H  -3.028  -0.579  3.959
H  -3.435  -3.622  3.854
H  -2.388  -2.803  4.988
H  1.714  -3.216  0.279
H  1.851  -4.535  1.384
C  -1.120  -1.998  -1.494
C  -2.125  -1.176  -2.160
C  -3.294  -0.791  -1.479
C  -4.313  -0.133  -2.141
C  -4.190  0.171  -3.493
C  -3.023  -0.162  -4.170
C  -1.995  -0.813  -3.510
H  -0.375  -2.437  -2.159
H  -1.507  -2.701  -0.770
H  -3.395  -1.050  -0.431
H  -5.219  0.129  -1.608
H  -5.000  0.662  -4.017
H  -2.922  0.071  -5.222
H  -1.102  -1.105  -4.050
O  0.333  1.689  -1.937
N  -0.569  2.163  -2.746
C  -0.273  2.324  -4.053
C  -1.177  2.900  -4.918
C  -2.414  3.315  -4.448
C  -2.710  3.109  -3.110
C  -1.781  2.526  -2.277
H  0.719  1.997  -4.325
H  -0.898  3.026  -5.954
H  -3.131  3.777  -5.110
H  -3.669  3.391  -2.699
H  -1.937  2.316  -1.228

***

Repeat the second record exactly.
C32H33FeN6O3PS | the ωB97M-V functional and the def2-TZVPD basis

## Properties
expectation value of S²	6.151
total energy	-103305.9268	eV
multiplicity	5

Geometry (Å):
Fe  -0.197  -0.024  -0.566
O  -1.782  6.012  -4.628
N  -0.719  6.009  -3.989
O  -0.010  7.024  -3.909
C  -0.288  4.843  -3.325
C  0.923  4.931  -2.626
C  1.446  3.863  -1.908
C  2.671  3.931  -1.177
C  3.154  2.792  -0.582
C  2.392  1.625  -0.620
N  1.173  1.566  -1.200
C  0.746  2.626  -1.881
C  -0.445  2.477  -2.688
N  -0.936  1.230  -2.763
C  -2.003  1.017  -3.502
C  -2.664  2.039  -4.176
C  -2.165  3.320  -4.120
C  -0.989  3.583  -3.386
H  1.455  5.869  -2.659
H  3.207  4.870  -1.139
H  4.110  2.783  -0.073
H  2.776  0.691  -0.240
H  -2.354  -0.006  -3.563
H  -3.559  1.826  -4.744
H  -2.657  4.122  -4.639
C  0.460  0.823  4.744
N  0.419  -0.659  4.376
C  1.852  -1.163  4.281
N  2.581  -0.393  3.347
C  2.587  1.014  3.729
N  1.237  1.556  3.815
C  0.604  1.667  2.498
P  0.415  0.041  1.572
C  -0.312  -0.866  3.087
C  2.148  -0.597  1.966
H  0.894  0.894  5.744
H  -0.568  1.183  4.763
H  -0.068  -1.171  5.112
H  1.816  -2.210  3.979
H  2.292  -1.079  5.277
H  3.147  1.584  2.990
H  3.070  1.111  4.705
H  1.193  2.343  1.874
H  -0.387  2.114  2.612
H  -0.327  -1.933  2.865
H  -1.341  -0.549  3.239
H  2.861  -0.090  1.324
H  2.187  -1.662  1.722
C  -0.465  -1.869  -0.079
C  0.584  -2.447  -0.896
C  1.436  -3.485  -0.476
C  2.397  -4.005  -1.322
C  2.585  -3.470  -2.592
C  1.801  -2.404  -3.005
C  0.806  -1.903  -2.181
H  1.326  -3.875  0.530
H  3.007  -4.836  -0.988
H  3.338  -3.884  -3.249
H  1.940  -1.981  -3.992
H  0.139  -1.127  -2.558
C  -3.547  -1.709  -2.080
S  -3.703  -0.340  -0.889
O  -2.277  0.275  -0.724
C  -1.439  -2.606  0.638
C  -1.509  -4.027  0.596
C  -2.467  -4.721  1.299
C  -3.411  -4.051  2.078
C  -3.407  -2.662  2.089
C  -2.463  -1.953  1.372
H  -2.905  -2.487  -1.671
H  -3.143  -1.356  -3.029
H  -4.556  -2.097  -2.220
H  -0.799  -4.558  -0.024
H  -2.498  -5.802  1.234
H  -4.152  -4.605  2.638
H  -4.173  -2.124  2.636
H  -2.492  -0.872  1.344

***

> Which value of multiplicity does entry 4 give?

5